No. 1
Formula: C4H5NO
Source: OMol25
Level of theory: ωB97M-V/def2-TZVPD

HOMO-LUMO gap (spin up / spin down)   7.7 / 7.4 eV
Largest force on an atom   2.38 eV/Å
Total energy   -285.281361 hartree
Energy relative to the best compared isomer or geometry (same formula, charge and spin)   349.8 kJ/mol
Charge   0

The geometry in XYZ format:
```
11
Properties=species:S:1:pos:R:3:forces:R:3
C -1.7708 -0.0312 0.0722 0.01 -0.19 0.26
C -0.2992 -0.3664 0.1730 1.82 -0.04 0.86
N 0.1600 -1.4837 0.5598 0.51 -0.59 -1.41
O 2.1442 -1.1991 -0.0432 -1.87 -1.02 1.06
C 1.9787 0.0354 -0.2273 -0.51 0.14 -0.02
C 0.7543 0.5914 -0.0824 -0.42 0.96 -0.38
H -2.3846 -0.8762 0.3780 0.03 0.06 0.00
H -1.9926 0.8305 0.7064 0.07 -0.11 -0.08
H -2.0095 0.2295 -0.9644 0.20 -0.08 0.20
H 2.8090 0.6281 -0.5704 0.55 0.22 -0.03
H 0.6107 1.6416 -0.0018 -0.39 0.65 -0.46
```
Positions in Å, forces in eV/Å.

=====

No. 2
Formula: C2H6N2O2S
Source: OMol25
Level of theory: ωB97M-V/def2-TZVPD

HOMO-LUMO gap   9.0 eV
Largest force on an atom   4.98 eV/Å
Structure (SMILES)   N#CCN.OSO
Total energy   -737.915305 hartree
Energy relative to the best compared isomer or geometry (same formula, charge and spin)   230.4 kJ/mol
Charge   0

The geometry in XYZ format:
```
13
Properties=species:S:1:pos:R:3:forces:R:3
N 1.1306 -1.4919 0.4988 -0.21 -0.29 0.34
C 1.3087 -0.3623 0.5647 0.67 -2.21 -0.06
C 1.6526 0.9861 0.5247 1.04 4.80 0.85
N 0.4396 1.8489 0.5870 0.42 -0.54 -3.63
H 2.1094 1.2658 -0.4518 0.20 -0.58 0.80
H 2.3250 1.3957 1.4037 -0.96 -1.44 -1.79
H -0.1339 1.5222 -0.2611 0.64 0.87 1.81
H -0.0417 1.5545 1.3732 -1.59 -0.46 1.84
O -1.4085 -2.2807 -0.0046 1.43 0.30 0.73
S -2.1429 -0.8757 -0.3568 -0.08 0.00 1.44
O -1.9940 -0.5894 -1.9425 2.06 0.66 0.20
H -0.4680 -2.1112 0.4225 -1.95 -0.30 -1.44
H -2.7769 -0.8621 -2.3578 -1.69 -0.81 -1.07
```
Positions in Å, forces in eV/Å.

=====

No. 3
Formula: C6H7NO
Source: OMol25
Level of theory: ωB97M-V/def2-TZVPD

HOMO-LUMO gap   8.8 eV
Largest force on an atom   5.47 eV/Å
Structure (SMILES)   [H]/N=C/C(=C)C(=O)C=C
Total energy   -362.677762 hartree
Energy relative to the best compared isomer or geometry (same formula, charge and spin)   356.3 kJ/mol
Charge   0

The geometry in XYZ format:
```
15
Properties=species:S:1:pos:R:3:forces:R:3
H -3.2586 -1.0141 1.1494 0.49 -0.40 0.52
N -2.5119 -0.3656 0.9050 -0.12 0.63 -0.13
C -1.6265 -0.8539 0.1580 -2.31 1.66 -2.75
C -0.6946 0.2110 -0.7433 -1.30 -3.49 3.83
C -0.9555 1.4860 -0.9391 -0.19 -0.22 0.36
C 0.4236 -0.6262 -0.3029 4.02 1.55 -3.38
O 0.7195 -1.7045 -0.8272 -0.84 0.85 1.33
C 1.4120 0.1957 0.4886 0.07 -0.96 0.62
C 2.7080 -0.0712 0.3843 -0.17 -0.15 0.30
H -1.6010 -1.8973 -0.1736 0.33 0.16 0.13
H -1.9802 1.8233 -0.8695 -0.05 0.11 0.03
H -0.1643 2.2178 -1.0151 0.07 0.01 -0.67
H 1.0262 1.0248 1.0637 0.00 0.07 0.02
H 3.0419 -0.9322 -0.1754 -0.02 -0.05 -0.15
H 3.4615 0.5063 0.8971 0.02 0.23 -0.04
```
Positions in Å, forces in eV/Å.

=====

No. 4
Formula: C25H16BMnN5O5
Source: OMol25
Level of theory: ωB97M-V/def2-TZVPD

HOMO-LUMO gap (spin up / spin down)   5.6 / 6.9 eV
<S²>   0.923
Largest force on an atom   1.83 eV/Å
2S+1   2
Total energy   -2788.049323 hartree
Energy relative to the best compared isomer or geometry (same formula, charge and spin)   67.4 kJ/mol
Charge   0

The geometry in XYZ format:
```
53
Properties=species:S:1:pos:R:3:forces:R:3
Mn -0.0380 -0.3831 0.2000 0.23 -1.07 1.46
C -3.9563 -1.0638 -0.5880 -0.09 0.54 -0.17
O -4.0922 -2.4043 -0.1599 0.01 -0.23 0.23
C -3.0067 -3.1897 0.0208 0.37 -0.01 0.02
C -3.2695 -4.5430 0.2031 0.25 0.29 -0.09
C -2.2451 -5.4689 0.3507 0.06 0.02 0.00
C -0.9345 -5.0551 0.3474 0.13 0.08 0.01
C -0.6177 -3.6953 0.2295 -1.07 0.30 -0.26
C 0.7402 -3.2738 0.2841 0.27 0.62 0.11
N 1.1063 -2.0249 0.3101 -0.61 0.21 -0.66
N 2.4236 -1.7448 0.3571 1.44 0.00 0.01
C 2.6383 -0.4622 0.2221 -0.44 -1.14 0.24
O 1.6441 0.3528 0.0371 0.48 1.03 -0.81
C 4.0112 0.0468 0.2594 0.26 0.32 0.02
C 5.0156 -0.6902 0.8836 -0.14 0.04 -0.03
C 6.3077 -0.2022 0.9179 0.04 0.03 -0.04
C 6.6091 1.0115 0.3162 0.02 -0.07 0.02
C 5.6115 1.7469 -0.3020 0.10 0.14 -0.06
C 4.3134 1.2768 -0.3240 -0.24 -0.24 0.10
C -1.6594 -2.7341 0.0508 0.09 -1.52 0.45
O -1.3637 -1.4656 -0.0748 -1.30 0.24 -0.85
H -4.9756 -0.7200 -0.7633 0.10 -0.01 0.01
H -3.3858 -0.9976 -1.5200 -0.08 0.00 0.10
H -3.4822 -0.4321 0.1715 -0.18 -0.13 -0.14
H -4.2998 -4.8607 0.2096 -0.14 0.02 -0.05
H -2.4844 -6.5159 0.4549 -0.01 -0.07 0.04
H -0.1306 -5.7676 0.4465 0.10 -0.11 0.03
H 1.5129 -4.0380 0.3222 0.09 0.16 0.12
H 4.7606 -1.6307 1.3458 0.01 -0.09 0.03
H 7.0830 -0.7656 1.4139 0.07 -0.07 0.04
H 7.6240 1.3802 0.3274 0.07 0.05 0.03
H 5.8492 2.6920 -0.7684 0.00 0.06 -0.02
H 3.5222 1.8427 -0.7923 -0.04 0.06 -0.04
N -0.4413 0.3805 1.7588 -0.44 0.70 1.37
C -0.6917 0.8749 2.8020 0.12 -0.35 -0.61
C -0.9830 1.4057 4.0094 0.14 -0.20 -0.58
C -2.0026 0.8667 4.8087 -0.44 -0.51 0.28
N -2.8139 0.4336 5.4961 -0.26 -0.10 0.12
C -0.2591 2.4880 4.5338 0.39 0.58 -0.01
N 0.3093 3.3708 4.9975 0.19 0.23 0.09
O -0.7754 1.2050 -2.1810 0.27 -0.67 -0.02
B -0.8080 1.2112 -0.7911 0.40 0.76 -1.06
O -1.3808 2.3859 -0.3450 0.11 -0.37 1.08
C -1.7105 3.1081 -1.4499 -0.06 0.04 -1.23
C -2.3235 4.3416 -1.5436 0.17 -0.35 0.28
C -2.5511 4.8292 -2.8216 -0.02 0.03 -0.08
C -2.1824 4.1105 -3.9506 -0.05 0.08 -0.02
C -1.5681 2.8692 -3.8596 0.17 -0.33 0.24
C -1.3379 2.3817 -2.5879 -0.48 0.90 0.39
H -2.6097 4.8907 -0.6625 -0.04 0.08 0.13
H -3.0314 5.7875 -2.9392 -0.04 0.11 -0.01
H -2.3849 4.5262 -4.9250 0.00 0.03 -0.11
H -1.2857 2.3127 -4.7382 0.04 -0.09 -0.08
```
Positions in Å, forces in eV/Å.

=====

No. 5
Formula: C18H21ClN2O3Tc
Source: OMol25
Level of theory: ωB97M-V/def2-TZVPD

HOMO-LUMO gap (spin up / spin down)   7.1 / 6.3 eV
<S²>   3.789
Largest force on an atom   3.14 eV/Å
2S+1   4
Total energy   -1574.663824 hartree
Charge   0

The geometry in XYZ format:
```
46
Properties=species:S:1:pos:R:3:forces:R:3
C 2.6065 1.5054 3.2144 1.41 0.34 0.53
C 2.5969 2.7340 2.4295 0.87 -1.29 0.89
C 3.2044 2.4471 1.1575 -0.93 -0.90 0.24
H 2.3741 3.7267 2.8044 -0.12 -0.31 -0.05
C 3.3747 1.0550 1.0456 -0.41 -0.02 0.44
C 2.9630 0.4261 2.2783 1.18 1.04 0.70
H 3.2426 -0.5830 2.5778 -0.43 0.22 -0.17
H 2.4681 1.3992 4.2849 0.18 0.11 -0.16
H 3.5318 3.1761 0.4272 -0.48 -0.07 -0.09
H 3.8112 0.5212 0.1972 -0.43 0.29 0.25
Tc 0.9652 1.1846 2.0846 0.95 -0.29 -2.28
Cl -0.4592 2.8288 2.6024 -1.36 0.74 0.07
C -1.2479 2.7755 -2.1125 -0.60 1.59 1.66
C 0.0299 2.4574 -2.6602 0.95 0.79 0.19
C 1.0195 3.1201 -1.8853 -0.66 0.48 1.21
H 0.2054 1.9243 -3.5909 -0.02 -0.09 0.35
C 0.3436 3.8339 -0.8471 2.49 -0.78 -1.20
C -1.0564 3.6416 -1.0102 -1.84 -1.84 -1.75
H -1.8415 4.0334 -0.3723 0.19 0.01 -0.16
H -2.1920 2.4967 -2.5583 -0.01 -0.05 0.20
H 2.0925 3.0315 -1.9958 -0.17 0.06 -0.07
H 0.8402 4.4107 -0.0603 -0.34 -0.23 -0.35
C -1.2808 -4.1170 -1.8979 0.00 -0.22 0.05
C -0.4267 -2.9344 -1.4809 0.17 0.13 0.22
C -0.9322 -2.1513 -0.2438 0.46 -0.28 -0.67
C -2.3932 -1.6087 -0.4136 0.05 -0.20 0.58
C -2.6872 -0.9614 -1.7597 0.03 0.10 -0.10
C -0.8941 -3.0246 1.0229 -0.20 -1.02 0.66
O -0.9558 -4.2420 1.0656 0.01 1.61 -0.14
N -0.8570 -2.3229 2.2694 0.01 -0.39 0.29
C -0.2234 -1.1259 2.3704 0.34 0.93 -1.26
O 0.0525 -0.4438 3.3966 -0.29 -0.74 -0.16
N 0.1973 -0.5557 1.2273 -0.43 0.63 0.42
C 0.0244 -0.9732 -0.0634 0.46 0.94 0.19
O 0.6162 -0.3506 -0.9309 -0.82 -1.03 -0.14
H -1.4695 -4.7521 -1.0242 -0.09 0.05 -0.49
H -0.7182 -4.6942 -2.6415 -0.29 0.02 0.07
H -2.2296 -3.7916 -2.3455 0.19 -0.20 0.13
H 0.5931 -3.2795 -1.2392 -0.29 0.09 -0.15
H -0.3269 -2.2171 -2.3099 0.04 -0.17 0.38
H -3.0864 -2.4480 -0.2371 0.23 0.20 -0.12
H -2.5755 -0.8881 0.3996 -0.01 -0.15 -0.21
H -2.5811 -1.6801 -2.5823 -0.02 0.26 0.18
H -3.7246 -0.6075 -1.7535 0.18 -0.04 -0.05
H -2.0373 -0.0967 -1.9492 -0.09 -0.25 0.04
H -0.9564 -2.8800 3.1099 -0.05 -0.07 -0.16
```
Positions in Å, forces in eV/Å.

=====

No. 6
Formula: C23H21DyN6O5
Source: OMol25
Level of theory: ωB97M-V/def2-TZVPD

HOMO-LUMO gap (spin up / spin down)   7.1 / 7.1 eV
<S²>   9.331
Largest force on an atom   3.33 eV/Å
2S+1   6
Total energy   -2478.388810 hartree
Energy relative to the best compared isomer or geometry (same formula, charge and spin)   10.9 kJ/mol
Charge   +2

The geometry in XYZ format:
```
56
Properties=species:S:1:pos:R:3:forces:R:3
Dy -1.4441 0.0013 0.1846 -2.85 -0.12 -1.73
N -0.0680 -2.5679 -3.6200 -0.17 -0.37 0.30
C -0.7018 -2.1718 -2.5216 -0.05 -0.25 -0.06
N -0.8042 -0.9322 -2.1185 0.01 0.31 0.02
C -0.1988 0.0653 -2.8922 -0.32 0.52 0.66
N -0.1804 1.3143 -2.5088 0.53 0.11 -0.87
N -0.8082 1.6047 -1.3453 -0.01 0.64 0.48
C -0.7146 2.8087 -0.8753 0.13 -0.53 -0.70
C -1.4239 3.1475 0.3517 -0.40 0.25 0.73
C -1.2602 4.3847 0.9799 -0.02 -0.48 -0.39
C -1.9611 4.6493 2.1485 -0.15 -0.31 0.06
C -2.8371 3.6891 2.6348 0.18 0.08 -0.16
C -2.9396 2.4799 1.9592 -0.05 -0.10 0.06
N -2.2464 2.1885 0.8581 0.30 0.67 0.02
C 0.4298 -0.2902 -4.1447 0.21 -0.65 -0.35
C 0.9821 0.6513 -5.0217 -0.13 -0.19 0.03
C 1.6027 0.2330 -6.1779 0.03 0.02 0.03
C 1.6975 -1.1257 -6.4860 -0.07 -0.05 0.23
C 1.1461 -2.0751 -5.6488 0.00 0.05 0.10
C 0.5148 -1.6572 -4.4831 0.17 1.03 -0.25
H 0.0074 -3.5507 -3.8650 -0.21 0.16 0.27
H -1.1785 -2.9475 -1.9296 0.13 -0.03 -0.07
H -0.1379 3.5762 -1.3875 0.01 -0.12 -0.08
H -0.5919 5.1217 0.5585 0.05 0.00 -0.05
H -1.8173 5.5806 2.6752 -0.05 0.10 -0.02
H -3.4187 3.8605 3.5283 -0.02 -0.02 0.00
H -3.6078 1.7074 2.3277 0.06 0.03 0.00
H 0.8895 1.6945 -4.7741 0.08 0.15 0.02
H 2.0323 0.9568 -6.8520 0.02 0.09 -0.04
H 2.2140 -1.4407 -7.3783 0.00 -0.02 -0.13
H 1.2055 -3.1298 -5.8794 0.02 -0.05 -0.07
O 0.4896 -0.7548 0.5072 1.24 -0.61 -0.37
C 0.5125 -0.3024 1.6982 1.22 -0.30 1.16
O -0.5517 0.2182 2.1484 0.10 0.24 1.10
C 1.7371 -0.4244 2.5091 0.13 0.01 0.05
C 1.6803 -0.3241 3.9010 -0.03 0.05 -0.32
C 2.8299 -0.5005 4.6460 0.24 -0.08 0.10
C 4.0245 -0.7699 3.9919 -0.90 0.15 -0.61
C 4.1028 -0.8429 2.6083 0.19 -0.03 0.14
C 2.9510 -0.6794 1.8660 -0.29 0.04 0.08
N 5.2260 -1.0121 4.7888 0.10 -0.01 0.03
O 5.0820 -1.0405 5.9841 0.04 0.00 0.55
O 6.2582 -1.1775 4.1887 0.39 -0.04 -0.21
H 0.7361 -0.1314 4.3842 -0.08 0.05 0.08
H 2.8251 -0.4459 5.7239 -0.04 -0.02 0.03
H 5.0523 -1.0363 2.1332 0.05 -0.02 0.03
H 2.9758 -0.7428 0.7892 0.05 -0.04 -0.07
C -2.6762 -2.1096 1.8380 -0.31 0.15 -0.31
C -3.8082 -2.1765 0.8224 0.07 -0.54 0.46
O -3.6358 -1.0517 -0.0773 -0.26 -0.09 -0.07
H -2.7574 -2.9271 2.5539 0.10 0.02 -0.07
H -2.7546 -1.1696 2.4110 0.24 -0.31 -0.12
H -1.6892 -2.2129 1.3348 -0.30 -0.12 0.42
H -4.7772 -2.1084 1.3339 0.22 0.07 -0.22
H -3.7775 -3.1095 0.2425 -0.03 0.26 0.14
H -4.4369 -0.9943 -0.6239 0.41 0.25 -0.03
```
Positions in Å, forces in eV/Å.

=====

No. 7
Formula: C5H8
Source: OMol25
Level of theory: ωB97M-V/def2-TZVPD

HOMO-LUMO gap   7.9 eV
Largest force on an atom   0.43 eV/Å
Total energy   -195.114314 hartree
Energy relative to the best compared isomer or geometry (same formula, charge and spin)   466.6 kJ/mol
Charge   0

The geometry in XYZ format:
```
13
Properties=species:S:1:pos:R:3:forces:R:3
C -1.7801 0.2459 -0.3334 0.04 0.04 -0.07
C -1.1135 -0.4973 0.8288 -0.04 -0.02 0.05
C 0.3645 -0.5951 0.8077 0.22 0.23 -0.23
C 1.2870 0.0528 0.1622 -0.33 -0.27 0.07
C 2.2794 0.2483 -0.7845 0.03 0.04 -0.13
H -1.4125 1.2757 -0.3968 -0.06 -0.14 0.02
H -2.8689 0.2717 -0.2096 0.17 0.00 -0.03
H -1.5594 -0.2459 -1.2869 -0.04 0.07 0.13
H -1.5232 -1.5116 0.9252 0.08 0.14 0.01
H -1.3714 -0.0152 1.7838 0.06 -0.07 -0.11
H 2.2725 0.1593 0.7844 0.05 0.01 0.17
H 2.4390 -0.4528 -1.6020 -0.05 0.08 0.13
H 2.9866 1.0641 -0.6788 -0.12 -0.10 -0.01
```
Positions in Å, forces in eV/Å.

=====

No. 8
Formula: C25H40Cl4N3O3SiZn
Source: OMol25
Level of theory: ωB97M-V/def2-TZVPD

HOMO-LUMO gap (spin up / spin down)   5.2 / 5.2 eV
Largest force on an atom   3.04 eV/Å
Total energy   -5276.318838 hartree
Energy relative to the best compared isomer or geometry (same formula, charge and spin)   345.6 kJ/mol
Charge   -1

The geometry in XYZ format:
```
77
Properties=species:S:1:pos:R:3:forces:R:3
C 2.8025 0.4364 -4.1826 -0.16 0.14 -0.06
C 1.3823 0.1178 -3.7417 -1.21 1.97 -1.29
H 2.7938 0.9406 -5.1638 -0.11 -0.20 0.24
H 3.3814 -0.4952 -4.3090 -0.13 0.35 0.14
H 3.3291 1.1066 -3.4972 -0.11 -0.23 -0.08
C 0.5624 -0.4836 -4.6713 -0.36 -0.07 0.30
C 0.9435 -0.8181 -6.0654 0.22 -0.66 -0.45
H -0.5057 -0.5163 -4.4968 0.17 0.20 -0.05
H 1.6843 -1.6223 -6.1680 0.13 -0.10 -0.05
H 1.3417 0.0168 -6.6622 -0.03 0.10 0.01
H 0.0440 -1.1772 -6.5805 0.17 0.05 -0.11
Zn 0.4327 0.9320 2.6394 -0.62 -0.08 0.56
Cl 1.2052 2.9819 2.9553 -0.04 0.35 -0.02
Cl 0.9631 -0.7255 3.9639 -0.01 -0.42 0.22
H -1.4463 0.6227 7.4661 0.00 -0.10 -0.07
H 1.4895 2.3910 7.0918 0.04 -0.31 -0.15
C -0.7780 0.3683 6.6345 -0.33 -0.32 -0.14
C 1.2354 1.7808 6.2055 0.36 0.64 0.02
N -0.1917 1.5649 6.0936 -0.12 0.32 0.05
H -1.3503 -0.1393 5.8552 0.05 -0.12 0.20
C -0.9772 2.4524 5.4471 -1.32 -0.69 -0.88
O -2.0886 2.1737 4.9505 1.52 0.63 1.15
H 1.5696 2.3158 5.2994 0.05 -0.31 0.54
H -0.5400 3.4613 5.4032 0.00 -0.09 -0.35
H 0.0182 -0.2794 6.9992 -0.13 -0.03 -0.11
H 1.7421 0.8054 6.2422 -0.17 0.45 -0.01
H 1.1334 -3.5953 -1.6635 -0.18 0.15 0.21
H -0.2971 -3.1148 -3.7492 -0.18 0.00 0.14
C 0.2822 -3.5326 -0.9748 0.11 0.14 0.10
C -0.9936 -3.6558 -3.0905 0.13 0.32 -0.02
N -0.8930 -3.1448 -1.7292 -0.87 -0.57 0.43
H 0.4754 -2.7861 -0.1956 -0.05 -0.25 -0.34
C -2.0023 -2.7579 -1.0274 1.12 -0.40 1.24
O -2.0080 -2.6147 0.2059 -0.23 -0.16 -1.78
H -2.0162 -3.5085 -3.4534 0.18 -0.06 -0.02
H -2.8795 -2.5798 -1.6641 0.01 -0.05 0.12
H 0.1214 -4.5142 -0.5004 0.10 0.18 -0.03
H -0.7375 -4.7256 -3.1312 -0.20 0.17 0.11
O 1.4634 -0.3361 -2.0949 0.59 -2.02 2.19
C 0.8018 0.8065 -2.5029 0.99 -0.53 -1.62
C -1.5207 -0.1873 -2.5038 0.20 0.26 -0.28
C -0.6817 0.9105 -2.3254 0.02 0.60 0.45
H -1.0304 -1.1399 -2.6690 -0.26 0.35 -0.12
C -2.9032 -0.0309 -2.5296 0.03 -0.11 0.27
H 1.3303 1.7326 -2.2393 -0.23 0.27 0.20
C -1.2494 2.1525 -1.9960 -0.08 -0.34 -0.30
H -3.5412 -0.8645 -2.8329 0.11 0.18 0.27
C -3.4725 1.1872 -2.1849 0.15 0.78 -0.22
C -2.6358 2.2883 -1.9215 0.04 -0.17 0.04
H -0.5822 3.0053 -1.8152 -0.35 -0.30 -0.06
H -4.5584 1.3155 -2.1752 0.33 -0.06 0.01
H -3.0430 3.2690 -1.6709 -0.09 -0.32 -0.02
Si 3.0022 -0.4530 0.3417 -0.55 0.96 1.60
Cl 0.7348 0.4842 0.5062 2.33 -1.06 -1.30
C 2.8816 -2.2240 0.8989 -0.18 -0.58 -0.34
C 3.8321 0.3397 1.8883 -0.57 0.38 -0.23
C 4.0249 0.0114 -1.1125 0.36 -0.01 -0.43
H 1.9129 -2.4373 1.3668 0.19 0.08 -0.11
H 3.6480 -2.4261 1.6663 -0.18 0.32 -0.29
H 3.0502 -2.9221 0.0713 -0.19 0.01 0.11
H 4.0762 -0.8320 -1.8180 -0.23 0.48 0.06
H 5.0528 0.2644 -0.8108 -0.24 -0.07 0.19
H 3.5887 0.8899 -1.6048 0.15 -0.42 0.13
H 3.8681 1.4325 1.8370 -0.08 -0.03 -0.03
H 4.8734 0.0046 1.9875 -0.15 -0.18 -0.28
H 3.3188 0.0772 2.8245 0.04 0.00 -0.32
Cl -3.5514 4.3354 1.1074 -0.25 0.47 0.01
C -3.3089 2.6670 1.4101 0.76 -1.01 0.27
C -4.3565 1.7482 1.3907 0.46 0.46 -0.10
C -4.0429 0.4023 1.4689 0.29 -0.20 0.02
C -2.7144 0.0362 1.6697 0.26 -0.35 0.43
N -1.7352 0.9294 1.8756 -0.21 0.86 -0.09
C -2.0022 2.2293 1.6736 -0.93 -0.15 0.05
H -5.3650 2.1174 1.2860 -0.14 -0.10 -0.12
H -4.7940 -0.3867 1.3821 0.22 0.38 0.01
H -2.4243 -1.0192 1.6759 -0.09 0.45 0.14
H -1.1749 2.9415 1.7449 -0.30 -0.22 0.04
```
Positions in Å, forces in eV/Å.

=====

Which of these has the highest charge?
C23H21DyN6O5

=====

Number 8 is which compound?
C25H40Cl4N3O3SiZn